Entry from the Open Molecules 2025 dataset: a molecular structure, C5H5NO (the ωB97M-V functional and the def2-TZVPD basis).

## Properties
Gap between HOMO and LUMO = 8.38 eV
ΔE to the lowest compared entry with this formula, charge and spin = 623.92 kJ/mol
Spin multiplicity = 1

Each line ends with the Löwdin charge.
Geometry (Å):
O (-2.264356, -0.170085, -0.366351)  -0.0634
C (-1.211640, -0.817138, 0.284479)  -0.2488
C (0.085320, -0.439936, -0.438465)  -0.2565
C (0.294726, 1.107076, -0.388675)  -0.0175
C (1.540094, 1.286658, 0.098253)  -0.0986
C (1.361496, -0.502482, 0.211242)  -0.0946
N (2.458572, -0.069138, 0.462080)  0.1991
H (-1.976648, 0.756177, -0.461686)  0.0692
H (-1.133824, -0.537333, 1.345996)  0.1296
H (-1.391062, -1.894121, 0.222407)  0.1259
H (0.140045, -0.853302, -1.447723)  0.1655
H (2.097278, 2.133627, 0.478443)  0.0901

Atoms 1-3, force components in eV/Å:
0.001 0.230 0.001
0.177 -0.231 0.148
-0.056 -0.049 -0.036